1.
C5H5BrN2O | ωB97M-V with the def2-TZVPD basis set

Calculated values
Strongest force on any atom   5.79 eV Å⁻¹
HOMO energy   -10.20 eV
Energy   -80332.4751 eV
Molecular weight   189.01 g/mol
Energy relative to the best compared isomer or geometry (same formula, charge and spin)   2.8190 eV

```
! RIJCOSX wB97M-V def2-TZVPD def2/J DEFGRID3
* xyz 0 1
Br -2.8686 -0.7833 -0.6975
O 0.7911 -0.8771 2.0331
N -1.7359 2.7502 0.5217
N -0.1814 -0.0597 0.0690
C -1.4949 0.2565 0.3320
C 0.6128 -0.2403 -1.1516
C -1.6978 1.6358 0.4915
C 0.8848 -0.4209 0.9082
C 1.8452 -0.4788 -0.2568
H 2.3895 0.4566 -0.3766
H 2.2585 -1.4647 -0.3769
H 0.6720 0.6287 -1.7080
H 0.3899 -1.2033 -1.6197
H -1.8652 -0.1996 1.8316
*
```

Here are the Löwdin charges for atoms 1 to 2, given in e: Br 0.637; O 0.086

---

2.
C5H5BrOS | ωB97M-V with the def2-TZVPD basis set

Calculated values
Strongest force on any atom   2.51 eV Å⁻¹
HOMO energy (alpha / beta)   -8.26 / -8.37 eV
Energy   -88185.7722 eV
Molecular weight   193.07 g/mol
Energy relative to the best compared isomer or geometry (same formula, charge and spin)   0.7027 eV

```
! RIJCOSX wB97M-V def2-TZVPD def2/J DEFGRID3
* xyz 0 3
Br -2.3885 0.4864 -0.0741
S 1.3079 2.0276 0.7380
O 1.0042 -1.5583 0.8859
C 0.2883 -0.4634 0.6977
C 0.1344 -2.5916 0.6880
C 0.8967 2.7051 -0.8238
C -0.9872 -0.7006 0.2936
C -1.1229 -2.1508 0.2999
H -1.9245 -2.8442 -0.1752
H 0.4776 -3.5896 0.8483
H 1.0639 1.9408 -1.5281
H 1.3675 3.6350 -1.0054
H -0.1176 3.1036 -0.8450
*
```

Here are the Löwdin charges for atoms 1 to 2, given in e: Br 0.709; S 0.757

---

3.
C5H5Cl | ωB97M-V with the def2-TZVPD basis set

Calculated values
Strongest force on any atom   3.49 eV Å⁻¹
HOMO energy   -9.67 eV
Energy   -17783.5806 eV
Molecular weight   100.55 g/mol
SMILES   C#CCl.C#CC
Energy relative to the best compared isomer or geometry (same formula, charge and spin)   3.9794 eV

```
! RIJCOSX wB97M-V def2-TZVPD def2/J DEFGRID3
* xyz 0 1
Cl -2.1463 0.9512 1.1502
C -2.4254 -1.6244 0.0933
C -2.1914 -0.5045 0.4423
C 1.5723 1.3577 0.2136
C 1.3597 0.1375 -0.4803
C 1.0453 -0.9648 -0.8046
H 0.7625 -1.9031 -1.3637
H 1.5563 2.2000 -0.4479
H -2.9797 -2.4567 -0.4025
H 2.6442 1.3784 0.6199
H 0.8025 1.4287 0.9796
*
```

Here are the Löwdin charges for atoms 1 to 2, given in e: Cl 0.724; C 0.008

---

4.
C5H5Cl | ωB97M-V with the def2-TZVPD basis set

Calculated values
Strongest force on any atom   5.49 eV Å⁻¹
HOMO energy   -9.50 eV
Energy   -17784.3087 eV
Molecular weight   100.55 g/mol
SMILES   C=C(C)C#CCl
Energy relative to the best compared isomer or geometry (same formula, charge and spin)   3.2513 eV

```
! RIJCOSX wB97M-V def2-TZVPD def2/J DEFGRID3
* xyz 0 1
Cl 4.2012 0.3714 -0.0782
C -1.0882 1.0314 -0.0691
C -0.8983 -1.4546 -0.0021
C 2.5449 0.2430 -0.0969
C 1.3806 0.0054 0.0929
C -0.3411 -0.2585 -0.0479
H -1.9259 -1.6093 0.0246
H -0.8986 1.5975 0.9867
H -0.2604 -2.3123 0.0944
H -0.6222 1.5955 -0.7638
H -2.0920 0.7905 -0.1407
*
```

Here are the Löwdin charges for atoms 1 to 2, given in e: Cl 0.662; C -0.083